This record from the Open Molecules 2025 dataset describes a molecular structure, C11H11BrF6MnN6O2Sb in a non-equilibrium geometry. The level of theory is wB97M-V/def2-TZVPD.

```
39
Properties=species:S:1:pos:R:3:lowdin_spin:R:1
Mn 0.61800 0.17206 -0.27089 3.88
N 4.98440 -0.41294 0.63781 0.00
C 5.23560 0.92816 0.63811 0.00
C 4.02550 1.54436 0.46551 0.00
N 3.05540 0.61136 0.35331 0.04
C 3.64710 -0.57124 0.46341 0.00
C 2.84850 -1.76334 0.44061 0.00
N 1.52410 -1.66014 0.34651 -0.01
C 1.02530 -2.92214 0.37791 0.00
C 2.05770 -3.80754 0.48661 0.00
N 3.20380 -3.06604 0.52581 0.00
H 5.68860 -1.12974 0.71411 0.00
H 6.22170 1.32796 0.75511 0.00
H 3.80620 2.59076 0.41311 0.00
H -0.02750 -3.11944 0.31831 0.00
H 2.04870 -4.87634 0.52761 0.00
H 4.13930 -3.43754 0.55911 0.00
F -1.28650 -1.00434 -0.06729 0.04
Sb -3.17060 -1.74034 0.15471 0.00
F -2.41310 -2.62724 1.66941 0.00
F -3.67260 -0.28544 1.29451 0.00
F -2.53280 -3.17044 -0.91849 0.00
F -3.56470 -0.59474 -1.32469 0.00
F -4.91980 -2.42934 0.25911 0.00
Br 1.33500 -0.21044 -2.39709 0.02
C -3.79540 2.75076 -1.83999 0.00
N -2.74180 2.47946 -0.88959 0.00
C -2.97920 2.45596 0.43061 0.01
C -2.03450 2.06696 1.32951 0.00
C -0.80600 1.59796 0.80001 0.01
O 0.12930 1.02626 1.43861 0.01
N -0.55550 1.69756 -0.52819 -0.03
C -1.48400 2.13956 -1.42999 0.00
O -1.26580 2.25516 -2.60999 0.01
H -4.51030 3.45206 -1.42029 0.00
H -4.30010 1.81706 -2.09639 0.00
H -3.34700 3.15956 -2.74459 0.00
H -3.97050 2.74896 0.75131 0.00
H -2.21640 2.00686 2.38661 0.00
```

Results
F_max, eV Å⁻¹: 1.92
Spin multiplicity: 5
ΔE to the lowest compared entry with this formula, charge and spin, kcal per mole: 13.0
Frontier orbital gap (alpha / beta), hartree: 0.2667 / 0.3087
LUMO (alpha / beta), eV: -1.6939 / -0.5895
Net charge: 0
HOMO (alpha / beta), eV: -8.95 / -8.99

This record from the Open Molecules 2025 dataset describes C5H9I in the gas phase in a non-equilibrium geometry. The level of theory is wB97M-V/def2-TZVPD.

```
15
Properties=species:S:1:pos:R:3:lowdin_charge:R:1
C 1.42150 1.69125 0.08284 -0.35
C 0.17962 1.09307 -0.30893 -0.27
C -1.90596 -0.33709 -0.14846 -0.11
C 1.71407 -1.52104 0.16515 -0.58
C -0.69666 0.28344 0.30673 -0.22
I 3.08301 0.00215 -0.16989 1.14
H 1.74439 2.46936 -0.48338 0.01
H 1.75435 1.72060 1.13738 0.04
H -0.10390 1.27702 -1.43194 0.15
H -2.41681 0.08989 -1.04007 0.09
H -1.69994 -1.46855 -0.32898 0.13
H -2.58940 -0.31020 0.64278 0.05
H 1.96583 -2.31195 -0.65859 -0.05
H 2.04421 -2.00372 1.07388 -0.11
H -0.50353 -0.11383 1.26485 0.09
```

Results
F_max, eV Å⁻¹: 4.04
ΔE to the lowest compared entry with this formula, charge and spin, kcal per mole: 105.5
Frontier orbital gap (alpha / beta), hartree: 0.2775 / 0.2776
LUMO (alpha / beta), eV: -0.1156 / -0.1155
Net charge: 0
HOMO (alpha / beta), eV: -7.67 / -7.67

This record from the Open Molecules 2025 dataset describes a molecular structure, C22H32BMnN7 in a non-equilibrium geometry. The level of theory is wB97M-V/def2-TZVPD.

```
63
Properties=species:S:1:pos:R:3:lowdin_spin:R:1
H 1.01866 3.12307 -0.88840 0.00
N 0.48073 1.48407 -2.14315 0.05
B -0.31420 0.02629 -4.09492 0.00
N 0.14746 1.37849 -3.48636 0.01
C 0.31864 2.58034 -4.07079 0.02
Mn 0.71842 -0.03121 -0.96344 4.52
H 0.17107 2.69140 -5.12976 0.00
C 0.70657 3.50164 -3.09409 0.01
H 0.91309 4.54527 -3.23449 0.00
C 0.77991 2.78735 -1.89147 0.03
H -0.36676 0.10220 -5.28294 0.00
C -2.72071 -3.11863 1.68901 0.00
H -2.11393 -3.50156 2.50667 0.00
H -2.12269 -2.43567 1.07464 0.00
H -3.06433 -3.95613 1.08564 0.00
N -1.74886 -0.31951 -3.53752 0.00
N 0.62530 -1.15371 -3.66057 0.01
N -1.94351 -0.37686 -2.18008 0.02
N 0.89797 -1.40682 -2.31798 0.05
C -2.89770 -0.68190 -4.17962 0.00
C 1.21150 -2.10912 -4.41103 0.02
H -2.96260 -0.72253 -5.26479 0.00
H 1.12732 -2.06097 -5.48935 0.00
C -3.84616 -0.99410 -3.18607 0.00
C 1.82084 -3.03312 -3.55580 0.01
C -3.17994 -0.79305 -1.94411 0.00
C 1.58194 -2.57692 -2.25660 0.03
H -4.85422 -1.34787 -3.32596 0.00
H 2.34603 -3.92667 -3.84245 0.00
H -3.55781 -0.94499 -0.92877 0.00
H 1.83684 -3.01705 -1.30492 0.00
H -3.55300 -2.59927 2.08355 0.00
C -0.41537 -0.00799 5.66316 0.00
C -0.54164 0.52391 4.26439 0.00
C -1.27709 1.69212 4.01826 0.01
C -1.41039 2.21067 2.72168 0.00
C -2.21195 3.46383 2.52063 0.00
C -0.79010 1.54885 1.65616 0.02
C 0.07935 0.44070 1.89012 0.02
C 0.08697 -0.10955 3.19791 0.01
N 0.97565 0.03441 0.93409 0.08
C 2.39313 -0.26032 1.16623 0.02
C 2.98578 0.56787 2.29924 0.00
C 2.54434 -1.74827 1.47098 0.01
C 3.17095 0.07708 -0.11912 0.04
H 0.13072 0.68082 6.31965 0.00
H -1.39324 -0.16547 6.13133 0.00
H 0.12365 -0.95654 5.68616 0.00
H -1.75452 2.21306 4.85961 0.00
H -3.24758 3.35663 2.85994 0.00
H -1.77735 4.29127 3.09609 0.00
H -2.23832 3.75849 1.47027 0.00
H -0.93498 1.90827 0.62959 0.00
H 0.62604 -1.03423 3.38360 0.00
H 2.55570 0.32308 3.27662 0.00
H 4.06275 0.37697 2.37147 0.00
H 2.86538 1.64424 2.12113 0.00
H 2.09350 -2.36859 0.68161 0.00
H 3.61313 -1.98876 1.53435 0.00
H 2.06785 -2.03225 2.41737 0.00
H 2.82194 -0.51046 -0.99322 0.01
H 3.11717 1.16088 -0.31966 0.00
H 4.22269 -0.20319 0.01628 0.00
```

Results
F_max, eV Å⁻¹: 3.36
Spin multiplicity: 6
ΔE to the lowest compared entry with this formula, charge and spin, kcal per mole: 18.3
Frontier orbital gap (alpha / beta), hartree: 0.2617 / 0.2751
LUMO (alpha / beta), eV: 0.6072 / 0.5823
Net charge: 0
HOMO (alpha / beta), eV: -6.51 / -6.90

This record from the Open Molecules 2025 dataset describes C15H23NOS in the gas phase. The level of theory is wB97M-V/def2-TZVPD.

```
41
Properties=species:S:1:pos:R:3:lowdin_charge:R:1
C -1.85676 3.66100 -2.94623 -0.11
C -0.46065 4.13612 -2.56010 -0.27
C -0.08144 3.78590 -1.12054 -0.22
C 0.03698 2.27960 -0.88949 -0.17
C 0.67035 1.92815 0.46595 -0.26
C -0.20856 2.32187 1.65874 -0.22
C 0.39586 1.86935 2.98352 -0.09
C 1.02607 0.44158 0.46772 -0.46
O 2.17113 0.05421 0.42386 0.09
N -0.06627 -0.37489 0.48686 0.14
C -0.13087 -1.76933 0.47294 -0.21
C -1.39514 -2.35992 0.53249 -0.04
C -1.51429 -3.73416 0.51893 -0.09
C -0.39421 -4.54523 0.44557 -0.11
C 0.86212 -3.95946 0.38493 -0.54
S 2.37225 -4.86896 0.28780 0.90
C 1.83724 -6.60433 0.21772 -0.40
C 0.99571 -2.57420 0.39972 -0.05
H -2.59600 4.03775 -2.24215 0.07
H -2.11593 4.02199 -3.93882 0.07
H -1.91143 2.57551 -2.95886 0.06
H 0.27227 3.69986 -3.24221 0.11
H -0.41340 5.22149 -2.67519 0.10
H -0.82933 4.20715 -0.44603 0.11
H 0.87840 4.25359 -0.89003 0.12
H -0.95164 1.82141 -0.96291 0.11
H 0.66140 1.85325 -1.67900 0.13
H 1.62529 2.45713 0.54974 0.15
H -0.31302 3.40819 1.67032 0.11
H -1.21338 1.90294 1.55163 0.11
H -0.22486 2.19382 3.81580 0.07
H 0.48515 0.78588 3.02249 0.07
H 1.38920 2.29322 3.10901 0.08
H -0.96786 0.07840 0.53206 0.13
H -2.27827 -1.73903 0.58943 0.11
H -2.49359 -4.18726 0.56629 0.10
H -0.51766 -5.61550 0.43787 0.09
H 2.74941 -7.18593 0.12795 0.03
H 1.31853 -6.87400 1.13305 0.04
H 1.21074 -6.76566 -0.65461 0.04
H 1.97644 -2.13153 0.35381 0.09
```

Results
F_max, eV Å⁻¹: 0.65
ΔE to the lowest compared entry with this formula, charge and spin, kcal per mole: 0.0
Frontier orbital gap, hartree: 0.3196
LUMO, eV: 0.7276
SMILES: CCCC[C@@H](CC)C(=O)Nc1cccc(SC)c1
Net charge: 0
HOMO, eV: -7.97